--- P ---
10
Properties=species:S:1:pos:R:3 method="wB97M-V/def2-TZVPD" homo_energy_ha=-0.326 orbital_gap_ev=9.01 smiles=SS.O.O lumo_energy_ev=0.14
S -0.46 -0.72 -1.14
S -0.29 -1.83 0.62
H 0.21 0.39 -0.69
H 1.07 -2.00 0.61
H -0.97 2.86 -0.34
H -0.79 2.36 -1.66
O -0.85 1.99 -0.76
H 1.51 1.35 1.86
H 2.06 2.33 0.82
O 2.03 2.16 1.76

=====

--- Q ---
10
Properties=species:S:1:pos:R:3 method="wB97M-V/def2-TZVPD" homo_energy_ha=-0.374 orbital_gap_ev=4.64 lumo_energy_ev=-5.53
S 0.85 -1.50 -0.58
S -1.40 1.03 0.84
H 0.31 -2.66 -0.94
H -2.67 1.03 1.40
H 0.64 0.63 1.73
H 1.54 -0.18 0.95
O 1.56 0.38 1.72
H -0.08 -0.04 -2.30
H -0.87 0.70 -1.15
O -0.69 0.67 -2.11

=====

Stability, highest: P

=====

--- P ---
90
Properties=species:S:1:pos:R:3 method="wB97M-V/def2-TZVPD" charge=+2 homo_energy_ha="-0.493 / -0.519" orbital_gap_ev="8.83 / 5.66" multiplicity=5 lumo_energy_ev="-4.58 / -8.45"
Pd -0.80 -1.40 -0.01
C -5.60 -0.08 -0.37
Si -4.08 -1.26 -0.07
C -4.33 -2.78 -1.16
C -4.09 -1.91 1.76
N -2.63 -0.42 -0.59
P -1.66 0.88 -0.53
C 0.00 0.35 -0.13
P 1.65 0.52 0.41
N 2.56 -0.75 0.43
Si 4.21 -1.12 0.06
C 4.69 -2.74 0.94
C 4.21 -1.31 -1.81
C 5.25 0.24 0.75
C 2.22 1.90 -0.67
C 2.90 3.05 -0.18
C 3.13 4.13 -0.98
C 2.71 4.10 -2.34
C 2.27 2.90 -2.89
C 1.98 1.80 -2.04
C 1.63 1.12 2.16
C 2.17 0.38 3.23
C 1.98 0.79 4.53
C 1.32 2.00 4.79
C 0.86 2.78 3.77
C 1.00 2.36 2.44
C -1.68 1.39 -2.28
C -2.22 2.58 -2.75
C -2.36 2.85 -4.12
C -2.10 1.89 -5.07
C -1.66 0.66 -4.60
C -1.32 0.41 -3.25
C -2.04 2.19 0.57
C -2.95 1.94 1.60
C -3.25 2.91 2.55
C -2.68 4.19 2.46
C -1.72 4.44 1.51
C -1.50 3.49 0.45
H -6.52 -0.58 -0.07
H -5.55 0.07 -1.49
H -5.48 0.93 0.05
H -5.28 -3.22 -0.82
H -3.48 -3.47 -1.10
H -4.49 -2.50 -2.20
H -3.57 -1.16 2.41
H -3.74 -2.94 1.96
H -5.19 -1.84 2.02
H 3.98 -2.82 1.81
H 5.76 -2.79 1.30
H 4.55 -3.63 0.32
H 4.45 -0.40 -2.37
H 3.17 -1.61 -2.06
H 4.84 -2.18 -2.08
H 5.30 0.13 1.87
H 4.80 1.24 0.45
H 6.29 0.16 0.45
H 3.16 3.10 0.88
H 3.59 5.08 -0.61
H 2.76 5.00 -2.99
H 2.01 2.75 -3.94
H 1.43 0.92 -2.44
H 2.69 -0.52 2.94
H 2.29 0.12 5.35
H 1.06 2.21 5.82
H 0.36 3.72 3.95
H 0.65 2.90 1.59
H -2.56 3.32 -2.03
H -2.77 3.78 -4.43
H -2.15 1.91 -6.15
H -1.52 -0.17 -5.28
H -0.92 -0.57 -2.93
H -3.45 0.99 1.73
H -3.87 2.62 3.36
H -3.10 4.96 3.07
H -1.19 5.37 1.46
H -0.84 3.82 -0.31
C -0.21 -6.39 0.92
As -0.02 -4.59 0.13
C 1.21 -3.76 1.31
C 0.37 -4.96 -1.78
O -1.33 -3.50 0.14
H -1.24 -6.39 1.32
H 0.52 -6.61 1.68
H -0.14 -7.14 0.13
H 1.81 -4.49 1.86
H 0.56 -3.18 2.01
H 1.76 -3.06 0.71
H 1.43 -5.05 -1.94
H -0.08 -4.15 -2.40
H -0.16 -5.91 -2.10

=====

--- Q ---
90
Properties=species:S:1:pos:R:3 method="wB97M-V/def2-TZVPD" charge=+2 homo_energy_ha="-0.488 / -0.515" orbital_gap_ev="9.00 / 5.65" multiplicity=5 lumo_energy_ev="-4.28 / -8.36"
Pd 0.83 -1.22 0.91
C 0.52 -4.52 -2.88
Si 0.93 -3.79 -1.19
C 2.85 -3.43 -1.03
C 0.19 -5.12 -0.05
N 0.22 -2.26 -0.74
P -0.39 -0.97 -1.44
C 0.00 0.28 -0.22
P -0.64 1.70 0.61
N 0.11 1.84 2.00
Si 0.56 3.20 2.96
C 0.89 2.51 4.66
C 2.12 4.10 2.33
C -0.85 4.41 3.24
C -0.40 3.25 -0.34
C -1.28 4.31 -0.22
C -1.05 5.54 -0.79
C 0.01 5.68 -1.70
C 0.89 4.59 -1.93
C 0.72 3.43 -1.18
C -2.42 1.50 0.92
C -2.80 0.85 2.07
C -4.13 0.87 2.49
C -5.10 1.38 1.67
C -4.74 1.93 0.44
C -3.39 1.95 0.03
C 0.48 -0.60 -3.05
C 0.17 -1.40 -4.15
C 0.87 -1.24 -5.31
C 1.79 -0.19 -5.49
C 2.06 0.65 -4.41
C 1.48 0.36 -3.16
C -2.03 -1.28 -2.00
C -2.62 -2.54 -1.80
C -3.77 -2.92 -2.48
C -4.34 -2.04 -3.43
C -3.79 -0.78 -3.62
C -2.62 -0.44 -2.97
H 1.03 -5.49 -2.99
H 0.95 -3.90 -3.72
H -0.55 -4.70 -3.03
H 3.45 -4.25 -1.41
H 3.02 -3.27 0.02
H 3.12 -2.51 -1.55
H 0.97 -5.79 0.31
H -0.49 -5.77 -0.63
H -0.34 -4.64 0.81
H 0.04 1.99 5.07
H 1.21 3.29 5.32
H 1.71 1.80 4.61
H 2.49 3.56 1.48
H 2.88 4.13 3.10
H 1.91 5.15 2.02
H -1.83 3.97 3.14
H -0.81 5.28 2.52
H -0.70 4.79 4.25
H -2.12 4.23 0.45
H -1.70 6.39 -0.56
H 0.12 6.64 -2.20
H 1.69 4.69 -2.68
H 1.49 2.67 -1.16
H -2.06 0.43 2.71
H -4.40 0.53 3.48
H -6.14 1.37 2.03
H -5.51 2.35 -0.22
H -3.18 2.40 -0.94
H -0.66 -2.12 -4.14
H 0.70 -1.89 -6.13
H 2.14 0.07 -6.47
H 2.67 1.53 -4.55
H 1.79 0.92 -2.26
H -2.07 -3.15 -1.07
H -4.19 -3.90 -2.36
H -5.21 -2.33 -4.08
H -4.25 -0.01 -4.23
H -2.13 0.50 -3.18
C 3.58 -4.32 3.87
As 2.77 -2.65 3.19
C 1.89 -1.59 4.48
C 4.16 -1.38 2.60
O 1.68 -2.90 1.87
H 4.40 -4.22 4.59
H 3.96 -4.92 3.05
H 2.78 -4.87 4.38
H 2.59 -1.28 5.27
H 1.06 -2.21 4.88
H 1.51 -0.70 3.96
H 5.16 -1.48 3.02
H 3.88 -0.35 2.75
H 4.21 -1.69 1.57

=====

Stability, highest: Q

=====

--- P ---
25
Properties=species:S:1:pos:R:3 method="wB97M-V/def2-TZVPD" homo_energy_ha=-0.336 orbital_gap_ev=9.77 smiles=C[C@@H](CO)NCCN.O lumo_energy_ev=0.63
N -1.09 -2.15 -2.21
C -0.28 -0.91 -1.99
C 0.57 -0.72 -0.78
N -0.15 -0.57 0.44
C 1.03 1.79 0.73
C -0.15 0.82 1.01
C -1.52 1.49 0.57
O -1.69 2.86 0.91
H -0.44 -2.70 -2.59
H -1.12 -2.48 -1.16
H -1.02 -0.19 -1.97
H 0.38 -0.90 -2.99
H 1.58 -1.25 -0.75
H 1.13 0.21 -0.97
H -1.01 -1.06 0.56
H 1.20 2.43 1.61
H 0.86 2.56 -0.18
H 1.97 1.30 0.41
H -0.11 0.74 2.18
H -1.57 1.71 -0.53
H -2.39 0.85 0.91
H -1.49 2.88 1.97
H 1.10 -2.04 1.39
H 2.50 -2.08 1.58
O 1.71 -2.60 1.85

=====

--- Q ---
25
Properties=species:S:1:pos:R:3 method="wB97M-V/def2-TZVPD" homo_energy_ha=-0.337 orbital_gap_ev=9.98 smiles="CC(N)=O.CCNC.O" lumo_energy_ev=0.82
C 1.45 0.36 -0.28
C 1.81 1.54 -1.15
C -1.03 1.49 1.05
N -0.71 0.57 -0.03
N 1.90 0.47 1.02
O 1.51 -0.81 -0.79
H 1.01 -1.69 0.22
H -0.97 0.99 -0.92
H 1.60 -0.30 1.61
H 1.88 1.39 1.43
H 2.89 1.66 -1.19
H 1.45 1.37 -2.16
H 1.37 2.45 -0.75
H -2.10 1.71 1.11
H -0.50 2.44 0.92
H -0.72 1.03 1.99
C -1.66 -0.78 0.06
C -1.58 -1.64 -1.17
O 0.55 -2.08 1.18
H 0.67 -3.03 1.23
H -2.65 -0.31 0.13
H -1.53 -1.30 1.00
H -2.18 -1.20 -1.97
H -1.91 -2.65 -0.97
H -0.56 -1.69 -1.55

=====

Stability, highest: Q

=====

--- P ---
19
Properties=species:S:1:pos:R:3 method="wB97M-V/def2-TZVPD" charge=-1 homo_energy_ha="0.059 / -0.280" orbital_gap_ev="2.72 / 12.00" multiplicity=2 lumo_energy_ev="4.33 / 4.37"
C -1.83 -0.67 1.45
C -1.97 0.84 1.43
H -2.09 -0.98 2.47
H -2.60 -1.25 0.93
H -0.85 -1.06 1.19
H -2.95 1.22 1.10
H -1.98 1.30 2.42
H -1.19 1.31 0.84
C 1.51 -0.61 -1.37
C 1.77 -0.40 0.14
C 0.88 0.61 -2.07
H 2.48 -0.75 -1.84
H 0.98 -1.55 -1.51
H 1.82 0.67 0.35
H 1.66 1.15 -2.62
H 0.04 0.49 -2.75
H 0.61 1.29 -1.27
H 0.97 -0.84 0.71
H 2.75 -0.78 0.41

=====

--- Q ---
19
Properties=species:S:1:pos:R:3 method="wB97M-V/def2-TZVPD" charge=-1 homo_energy_ha="0.055 / -0.268" orbital_gap_ev="2.72 / 11.46" multiplicity=2 lumo_energy_ev="4.23 / 4.17"
C 0.97 1.80 0.61
C 0.06 2.68 1.57
H 0.53 0.86 0.42
H 1.28 2.12 -0.44
H 2.01 1.74 1.06
H 0.56 3.59 1.63
H -1.04 2.93 1.34
H -0.08 2.14 2.54
C 0.13 -1.68 -0.56
C -1.13 -2.16 0.10
C -0.04 -0.82 -1.82
H 0.59 -0.92 0.25
H 0.90 -2.51 -0.81
H -1.64 -3.03 -0.47
H 0.82 -1.05 -2.42
H -0.89 -1.19 -2.41
H -0.32 0.29 -1.57
H -0.80 -2.55 1.11
H -1.82 -1.33 0.41

=====

Stability, highest: P